# C34H61N2O15PS8

A structure of composition C34H61N2O15PS8 at a distorted geometry (ωB97M-V/def2-TZVPD, OMol25).

Element x y z (Å)
C: -0.286 2.254 -2.990
C: -0.936 1.831 -1.616
C: -0.041 2.219 -0.346
O: -0.665 3.355 0.282
C: 0.277 4.342 0.678
C: 0.976 5.059 -0.553
C: 2.419 5.156 -0.612
C: 3.087 5.810 -1.798
C: 2.264 6.318 -2.877
P: 2.973 7.102 -4.426
O: 2.736 5.993 -5.674
O: 1.952 8.399 -4.724
S: 4.808 7.653 -4.215
C: 0.767 6.234 -2.800
N: -0.212 6.650 -3.686
S: -1.693 6.234 -3.058
N: -1.312 5.519 -1.574
C: 0.059 5.595 -1.619
H: 0.753 1.842 -3.115
H: -0.931 1.813 -3.812
H: -0.295 3.367 -3.165
H: -1.141 0.725 -1.566
H: -1.904 2.409 -1.527
H: 1.033 2.376 -0.638
H: -0.061 1.318 0.344
H: -0.324 5.162 1.180
H: 1.028 3.998 1.442
H: 3.014 4.724 0.236
H: 4.197 5.891 -1.865
H: 2.582 5.118 -5.260
H: 2.231 8.836 -5.551
C: -0.606 -3.015 1.571
C: 0.753 -2.593 1.008
C: 0.683 -2.733 -0.517
S: -1.036 -2.501 -0.960
O: -1.548 -3.741 -1.500
O: -1.184 -1.242 -1.655
C: -1.647 -2.313 0.708
H: -0.711 -2.744 2.623
H: -0.720 -4.101 1.488
H: 0.947 -1.555 1.272
H: 1.565 -3.193 1.421
H: 1.285 -1.986 -1.015
H: 0.984 -3.728 -0.842
H: -2.641 -2.751 0.791
H: -1.687 -1.245 0.931
C: 1.864 0.407 6.174
C: 2.116 1.675 5.353
C: 1.950 1.306 3.876
S: 0.799 -0.066 3.830
O: 1.495 -1.237 3.345
O: -0.448 0.376 3.251
C: 0.599 -0.215 5.598
H: 1.753 0.627 7.236
H: 2.707 -0.282 6.058
H: 1.381 2.437 5.626
H: 3.106 2.091 5.545
H: 1.546 2.134 3.295
H: 2.892 0.971 3.439
H: 0.473 -1.260 5.871
H: -0.284 0.358 5.883
C: 5.359 -4.776 -3.598
C: 4.597 -5.587 -2.546
C: 4.276 -4.642 -1.384
S: 4.168 -2.998 -2.089
O: 5.243 -2.197 -1.557
O: 2.791 -2.551 -2.058
C: 4.585 -3.473 -3.759
H: 5.439 -5.313 -4.543
H: 6.372 -4.567 -3.241
H: 3.670 -5.964 -2.978
H: 5.172 -6.448 -2.205
H: 3.328 -4.895 -0.909
H: 5.073 -4.637 -0.640
H: 5.165 -2.684 -4.234
H: 3.652 -3.634 -4.302
C: -4.884 6.335 -5.704
C: -5.285 6.333 -4.226
C: -6.346 7.420 -4.035
S: -7.188 7.579 -5.609
O: -6.912 8.888 -6.148
O: -8.531 7.069 -5.486
C: -6.192 6.384 -6.486
H: -4.294 5.456 -5.966
H: -4.284 7.224 -5.922
H: -5.705 5.357 -3.965
H: -4.426 6.503 -3.575
H: -7.068 7.147 -3.267
H: -5.895 8.382 -3.795
H: -6.062 6.697 -7.521
H: -6.710 5.425 -6.446
C: -1.623 -3.599 8.516
C: -2.303 -3.181 9.822
C: -1.975 -1.704 10.060
S: -1.716 -0.982 8.441
O: -0.333 -0.576 8.334
O: -2.804 -0.086 8.138
C: -1.937 -2.493 7.514
H: -1.979 -4.569 8.166
H: -0.542 -3.670 8.668
H: -3.385 -3.306 9.725
H: -1.977 -3.796 10.662
H: -2.792 -1.185 10.559
H: -1.055 -1.586 10.632
H: -1.277 -2.498 6.648
H: -2.978 -2.537 7.192
C: -0.105 -6.537 -1.622
C: -0.734 -7.519 -2.614
C: 0.383 -8.435 -3.125
S: 1.602 -8.514 -1.815
O: 2.822 -7.892 -2.282
O: 1.591 -9.832 -1.229
C: 0.777 -7.381 -0.709
H: -0.861 -5.993 -1.058
H: 0.504 -5.806 -2.162
H: -1.495 -8.115 -2.104
H: -1.224 -7.000 -3.439
H: 0.017 -9.439 -3.336
H: 0.866 -8.022 -4.011
H: 1.514 -6.795 -0.161
H: 0.175 -7.972 -0.016

The HOMO-LUMO gap comes out at 7.504 eV. The HOMO energy comes out at -8.87 eV. Its total energy is -6097.0178 a.u. The LUMO energy comes out at -1.37 eV. For the max |F|, the calculation gives 4.2 eV Å⁻¹.

Here are the Löwdin charges for atoms 1 to 99, given in e: -0.109 -0.192 -0.190 -0.168 -0.182 -0.097 -0.003 -0.037 -0.237 0.265 -0.238 -0.239 0.259 -0.290 -0.240 0.998 -0.171 -0.313 0.075 0.078 0.043 0.061 0.115 0.122 0.114 0.139 0.115 0.113 0.089 0.072 0.075 -0.215 -0.215 -0.227 0.699 -0.332 -0.333 -0.218 0.103 0.114 0.085 0.117 0.070 0.080 0.108 0.104 -0.215 -0.208 -0.215 0.677 -0.325 -0.319 -0.250 0.110 0.124 0.121 0.116 0.091 0.108 0.090 0.106 -0.215 -0.226 -0.206 0.694 -0.313 -0.346 -0.229 0.118 0.120 0.088 0.118 0.088 0.109 0.109 0.110 -0.227 -0.230 -0.220 0.662 -0.319 -0.326 -0.233 0.116 0.121 0.122 0.049 0.104 0.106 0.109 0.109 -0.219 -0.215 -0.220 0.671 -0.324 -0.314 -0.226 0.118



# C3H3O2S

A cluster of 2 separate species, C3H3O2S in total at a distorted geometry (ωB97M-V/def2-TZVPD, OMol25).

Element x y z (Å)
C: -0.667 0.132 1.889
C: -0.354 -0.198 -0.158
C: 0.810 -0.015 -1.267
O: -1.334 -0.755 2.326
O: -1.384 -0.711 -0.626
S: 0.145 1.485 2.336
H: 0.716 -1.048 -1.517
H: 0.331 0.643 -1.987
H: 1.737 0.466 -0.995

The charge is -1. The HOMO-LUMO gap comes out at 6.597 eV. The HOMO energy comes out at -2.85 eV. For the energy relative to the best compared isomer or geometry (same formula, charge and spin), the calculation gives 36.8 kcal per mole. Its total energy is -664.7768 a.u. The LUMO energy comes out at 3.75 eV. For the max |F|, the calculation gives 2.8 eV Å⁻¹.

Löwdin charges in e: -0.996 -0.315 -0.075 -0.062 -0.094 0.420 0.039 0.046 0.038



# C4H3NO2

A cluster of 2 separate species, C4H3NO2 in total at a distorted geometry (ωB97M-V/def2-TZVPD, OMol25).

Element x y z (Å)
C: -2.134 -0.399 -0.004
C: 0.443 -0.854 -0.113
C: 1.672 0.049 -0.215
C: -0.782 -0.431 0.016
N: -3.282 -0.373 -0.012
O: 2.737 -0.317 0.165
O: -0.601 1.653 0.116
H: 0.572 -1.986 -0.162
H: 1.389 0.954 -0.708
H: -0.013 1.704 0.917

The HOMO-LUMO gap (spin up / spin down) comes out at 9.055 / 9.053 eV. The HOMO energy (spin up / spin down) comes out at -10.73 / -10.73 eV. For the energy relative to the best compared isomer or geometry (same formula, charge and spin), the calculation gives 119.7 kcal per mole. Its total energy is -359.2796 a.u. The LUMO energy (spin up / spin down) comes out at -1.68 / -1.68 eV. For the max |F|, the calculation gives 5.7 eV Å⁻¹.

Löwdin charges in e: -0.210 0.001 -0.240 0.011 0.222 0.103 -0.186 0.162 0.108 0.029



# C12H30Cl2HgN2O4

A structure of composition C12H30Cl2HgN2O4 at a distorted geometry (ωB97M-V/def2-TZVPD, OMol25).

Element x y z (Å)
Hg: 7.641 13.852 1.950
Cl: 4.280 13.317 1.605
Cl: 10.565 15.710 2.837
C: 7.971 15.617 -1.153
O: 7.969 14.271 -0.851
C: 8.805 13.400 -1.570
C: 8.459 11.942 -1.353
N: 8.822 11.325 -0.013
C: 8.623 9.888 0.009
C: 9.646 9.109 -0.823
O: 9.144 9.038 -2.104
C: 9.840 8.072 -2.996
H: 7.605 15.975 -2.116
H: 9.028 15.881 -1.114
H: 7.445 16.039 -0.297
H: 9.869 13.544 -1.383
H: 8.626 13.627 -2.621
H: 8.841 11.378 -2.204
H: 7.395 11.808 -1.545
H: 9.800 11.250 0.227
H: 7.631 9.570 -0.310
H: 8.822 9.494 1.005
H: 9.550 8.118 -0.379
H: 10.638 9.526 -0.646
H: 10.928 8.080 -2.932
H: 9.519 8.251 -4.022
H: 9.554 7.065 -2.692
C: 6.210 16.365 4.220
O: 6.966 15.159 4.498
C: 6.893 14.736 5.834
C: 7.823 13.594 6.088
N: 7.572 12.360 5.312
C: 8.772 11.534 5.299
C: 9.209 11.034 6.662
O: 8.098 10.456 7.365
C: 8.297 9.448 8.281
H: 6.953 17.122 3.969
H: 5.621 16.688 5.078
H: 5.492 16.288 3.404
H: 5.890 14.401 6.099
H: 7.302 15.585 6.382
H: 7.595 13.209 7.082
H: 8.864 13.905 6.179
H: 6.799 11.941 5.809
H: 9.667 11.990 4.876
H: 8.707 10.636 4.684
H: 9.572 11.856 7.279
H: 10.009 10.296 6.605
H: 7.958 9.774 9.264
H: 9.327 9.100 8.358
H: 7.802 8.544 7.926

The HOMO-LUMO gap comes out at 4.951 eV. The HOMO energy comes out at -8.89 eV. For the energy relative to the best compared isomer or geometry (same formula, charge and spin), the calculation gives 157.9 kcal per mole. Its total energy is -1959.2189 a.u. The LUMO energy comes out at -3.94 eV. For the max |F|, the calculation gives 3.3 eV Å⁻¹.

Löwdin charges in e: 1.030 -0.475 -0.519 -0.119 -0.307 -0.221 -0.166 -0.042 -0.226 -0.271 -0.201 -0.042 0.095 0.094 0.085 0.131 0.129 0.108 0.130 0.094 0.131 0.114 0.120 0.129 0.082 0.085 0.080 -0.085 -0.316 -0.234 -0.212 -0.031 -0.222 -0.207 -0.198 -0.133 0.088 0.085 0.073 0.134 0.134 0.116 0.130 0.110 0.120 0.111 0.114 0.119 0.089 0.081 0.086



# C25H25CuN2P

A structure of composition C25H25CuN2P at a distorted geometry (ωB97M-V/def2-TZVPD, OMol25).

Element x y z (Å)
C: -0.520 0.963 -2.019
C: 0.870 1.041 -1.726
C: 1.049 1.887 -0.574
C: -0.265 2.359 -0.194
C: -1.220 1.783 -1.090
Cu: 0.240 0.214 0.342
N: -1.146 -1.144 0.361
C: -0.301 -2.101 -0.335
C: 1.041 -1.453 -0.433
H: 2.001 2.132 -0.105
H: 1.675 0.520 -2.244
H: -0.477 3.035 0.629
H: -2.296 1.953 -1.069
H: -0.965 0.389 -2.834
H: 1.379 -1.285 -1.454
H: -0.245 -3.049 0.237
H: -1.939 -0.908 -0.243
H: 1.821 -1.896 0.177
H: -0.722 -2.327 -1.334
N: 0.106 1.034 2.142
P: -0.002 0.412 3.606
C: -1.570 -0.541 3.845
C: -2.507 -0.171 4.833
C: -3.601 -0.988 5.142
C: -3.868 -2.098 4.333
C: -3.131 -2.285 3.160
C: -1.988 -1.513 2.928
C: 1.572 -0.482 3.968
C: 2.083 -1.297 2.949
C: 3.356 -1.884 3.067
C: 4.065 -1.758 4.264
C: 3.598 -0.909 5.263
C: 2.379 -0.244 5.102
C: -0.051 1.427 5.123
C: -0.222 0.739 6.348
C: -0.303 1.427 7.553
C: -0.151 2.815 7.553
C: 0.132 3.496 6.368
C: 0.152 2.815 5.133
H: -2.390 0.761 5.383
H: -4.214 -0.743 6.000
H: -4.672 -2.773 4.606
H: -3.433 -3.040 2.438
H: -1.457 -1.608 1.948
H: 1.518 -1.438 2.028
H: 3.766 -2.470 2.237
H: 4.989 -2.320 4.422
H: 4.155 -0.770 6.191
H: 2.084 0.490 5.846
H: -0.348 -0.346 6.354
H: -0.462 0.878 8.482
H: -0.215 3.361 8.487
H: 0.323 4.573 6.376
H: 0.330 3.335 4.196

The charge is -2. The HOMO-LUMO gap (spin up / spin down) comes out at 3.637 / 3.933 eV. The HOMO energy (spin up / spin down) comes out at 1.03 / 0.73 eV. For the energy relative to the best compared isomer or geometry (same formula, charge and spin), the calculation gives 0.0 kcal per mole. As for the spin multiplicity: 2. As for the expectation value of S²: 0.76. Its total energy is -3058.7496 a.u. The LUMO energy (spin up / spin down) comes out at 4.67 / 4.67 eV. For the max |F|, the calculation gives 5.1 eV Å⁻¹.

Löwdin charges in e: -0.224 -0.241 -0.251 -0.241 -0.197 0.243 -0.166 -0.456 -0.221 0.078 0.072 0.060 0.066 0.066 0.004 0.062 0.026 -0.005 0.075 -0.257 0.719 -0.248 -0.124 -0.125 -0.140 -0.103 -0.082 -0.242 -0.069 -0.089 -0.140 -0.126 -0.097 -0.323 -0.152 -0.106 -0.127 -0.106 -0.061 0.088 0.077 0.074 0.088 0.040 0.063 0.095 0.082 0.084 0.082 0.117 0.093 0.080 0.087 0.098



# C6H7NS

A cluster of 2 separate species, C6H7NS in total at a distorted geometry (ωB97M-V/def2-TZVPD, OMol25).

Element x y z (Å)
C: -2.810 0.047 0.380
C: -1.149 0.186 0.105
C: 1.009 0.080 -1.189
C: -2.154 1.179 -0.296
C: 1.621 -1.016 -0.477
C: 2.495 -0.301 0.552
N: -1.742 -0.888 0.271
S: 1.809 1.204 -0.218
H: -3.317 0.308 1.205
H: -2.096 1.207 -1.343
H: -2.076 2.106 0.124
H: 0.676 -1.557 -0.161
H: 2.210 -1.803 -1.034
H: 1.928 -0.287 1.514
H: 3.594 -0.464 0.569

The HOMO-LUMO gap comes out at 8.003 eV. The HOMO energy comes out at -8.02 eV. For the energy relative to the best compared isomer or geometry (same formula, charge and spin), the calculation gives 202.5 kcal per mole. Its total energy is -685.4471 a.u. The LUMO energy comes out at -0.01 eV. For the max |F|, the calculation gives 3.9 eV Å⁻¹.

Löwdin charges in e: -0.096 -0.212 -0.399 -0.082 -0.454 -0.404 0.131 0.869 0.062 0.103 0.081 0.108 0.128 0.078 0.087



# C10H11BrN2

A structure of composition C10H11BrN2 at a distorted geometry (ωB97M-V/def2-TZVPD, OMol25).

Element x y z (Å)
C: 1.190 -2.802 -2.577
C: -0.053 -2.284 -2.278
C: 2.309 -2.310 -1.967
C: -0.188 -1.144 -1.499
C: 2.159 -1.411 -1.001
C: 0.953 -0.754 -0.770
C: -1.596 0.492 3.147
C: 0.677 2.770 0.622
C: 0.659 1.450 0.312
C: -2.942 0.884 3.544
N: -0.540 0.122 3.001
N: 0.833 0.285 0.087
Br: -0.749 2.887 -2.595
H: 1.246 -3.634 -3.255
H: -0.887 -2.719 -2.755
H: 3.390 -2.581 -2.178
H: -1.069 -0.547 -1.340
H: 3.124 -1.101 -0.482
H: -0.190 2.985 1.279
H: 1.461 3.501 0.648
H: -0.011 2.942 -0.839
H: -3.204 1.817 3.069
H: -2.964 1.086 4.646
H: -3.608 0.066 3.181

The HOMO-LUMO gap comes out at 8.687 eV. The HOMO energy comes out at -8.50 eV. For the energy relative to the best compared isomer or geometry (same formula, charge and spin), the calculation gives 20.6 kcal per mole. Its total energy is -3071.0571 a.u. The LUMO energy comes out at 0.19 eV. For the max |F|, the calculation gives 4.7 eV Å⁻¹.

Löwdin charges in e: -0.087 -0.068 -0.118 0.009 -0.054 -0.255 -0.298 -0.067 -0.139 -0.068 0.146 0.213 -0.165 0.105 0.095 0.138 0.109 0.143 0.083 0.078 -0.070 0.069 0.103 0.098



# C7H14

An isolated molecule of C7H14 at a distorted geometry (ωB97M-V/def2-TZVPD, OMol25).

Element x y z (Å)
C: -0.284 -1.790 0.616
C: 0.328 -0.432 0.886
C: 0.779 -0.380 2.330
C: 1.132 0.225 -0.123
C: 0.068 1.020 -1.269
C: 0.016 0.693 -2.637
C: -1.300 0.553 -0.828
H: 0.469 -2.579 0.735
H: -1.086 -1.981 1.343
H: -0.717 -1.891 -0.380
H: -1.024 0.347 0.362
H: -0.015 -0.528 3.073
H: 1.440 -1.257 2.426
H: 1.380 0.491 2.609
H: 1.765 1.009 0.308
H: 1.736 -0.435 -0.750
H: 0.189 2.096 -1.110
H: 0.191 1.401 -3.444
H: -0.145 -0.341 -2.934
H: -1.557 -0.440 -1.201
H: -2.120 1.235 -1.054

The HOMO-LUMO gap (spin up / spin down) comes out at 7.637 / 7.722 eV. The HOMO energy (spin up / spin down) comes out at -7.15 / -7.37 eV. For the energy relative to the best compared isomer or geometry (same formula, charge and spin), the calculation gives 115.7 kcal per mole. Its total energy is -274.9319 a.u. The LUMO energy (spin up / spin down) comes out at 0.48 / 0.35 eV. For the max |F|, the calculation gives 2.1 eV Å⁻¹.

Löwdin charges in e: -0.091 -0.421 -0.078 -0.099 -0.397 0.008 -0.102 0.085 0.090 0.062 0.111 0.078 0.084 0.074 0.101 0.109 0.126 0.054 0.063 0.060 0.082



no.,molecular weight (g/mol)
1,1025.371
2,103.122
3,97.073
4,537.878
5,448.009
6,125.196
7,239.116
8,98.189